Record 1
The following is a DFT calculation (the ωB97M-V functional and the def2-TZVPD basis) of C34H65ClFeN3O6PSSi as an isolated structure.

Geometry as XYZ:
```
113
Properties=species:S:1:pos:R:3
Fe -0.5172 -2.1561 2.8480
Cl 2.1552 -2.0987 1.7006
S -3.0377 -3.3756 4.4009
P 1.9723 0.8570 -3.0819
Si -2.3272 -3.3825 0.2063
O -1.4289 -2.9781 4.3397
O 1.2457 -0.9284 1.5735
O 3.4566 -1.7462 2.2449
O 2.2826 -2.9051 0.4977
O 1.2988 -3.0342 2.7052
O -1.5416 -2.5072 1.3292
N 0.9077 1.0945 4.7407
N -0.1736 1.5496 2.6772
N -0.7639 -0.3668 3.8282
C 4.0765 -2.6119 -4.3359
C 3.7249 -1.2511 -3.6762
C 2.5307 3.6841 -2.7808
C -1.0873 -3.8346 -1.1047
C 2.5228 -0.2856 -5.7378
C 4.6204 4.5731 -3.8953
C 1.2732 2.4820 4.9730
C 0.9160 2.2795 1.9982
C 3.5210 -2.7329 -5.7553
C 0.0428 0.6936 3.7389
C -3.0297 -4.4066 5.8098
C -1.3777 1.3281 1.9010
C -4.0233 -0.3688 6.9827
C 3.4252 -1.3396 -6.4534
C 5.3372 3.3115 -3.3827
C -5.2105 -1.7367 4.8490
C -5.9930 1.0446 7.2402
C -3.1961 -4.9884 0.8451
C -3.8063 -2.2999 -0.3523
C -0.1417 2.1955 -4.7619
C -5.3189 -0.1063 6.6172
C 2.5281 -0.4871 -4.2539
C 4.4403 2.0938 -3.3150
C 1.4921 0.1354 5.7002
C -5.9312 -0.8568 5.6035
C -1.6539 2.4379 -4.9983
C -2.5618 1.8415 -3.9273
C 2.9345 2.4373 -3.5972
C -0.6105 1.0442 -2.4435
C -3.2698 -1.3238 6.3043
C 3.3637 4.9558 -3.0972
C -1.9616 1.8362 -2.4737
C 0.2287 1.0683 -3.7937
C -3.8858 -1.9756 5.2068
H -0.9292 0.0226 -2.2572
H 4.4751 1.5994 -2.3006
H 0.5835 3.2050 4.5544
H 4.2471 -3.3693 -6.2521
H 3.7833 -3.4228 -3.5912
H 1.4382 1.5968 1.3084
H 5.8288 3.5226 -2.3769
H 0.2968 3.1343 -4.3868
H -2.4563 -5.7942 0.7211
H 3.5799 5.5358 -2.1659
H -0.0081 0.1141 -4.1930
H -2.7533 -5.4241 5.5104
H 2.1090 -0.6396 5.2586
H -2.3135 -1.7118 6.6315
H -1.3808 2.0612 1.0645
H 1.4556 -0.3337 -5.9626
H -4.6911 -2.4739 0.2400
H -3.5649 0.1288 7.8214
H -3.4592 2.4027 -3.9231
H 3.0673 -1.4648 -7.4876
H -7.0812 1.0493 7.1786
H 2.8003 0.7633 -5.9197
H 1.3261 2.6201 6.0857
H -2.2430 1.4860 2.5037
H 5.3598 5.3622 -3.8180
H 4.2843 4.4989 -4.9863
H -4.0766 -4.4601 6.1955
H -3.5256 -1.2527 -0.1685
H 6.1835 3.0222 -4.0807
H -0.8492 -0.5817 4.8319
H -1.8541 2.8706 -2.0923
H -2.9007 0.7430 -4.0879
H 0.3849 3.1289 1.5177
H -1.8474 1.9736 -6.0108
H -7.0210 -0.6979 5.4570
H 2.8091 5.6103 -3.7952
H 5.1275 -2.7264 -4.3088
H 1.6569 -1.1505 -4.1446
H 2.3480 2.7519 4.6972
H 4.6498 -0.6459 -3.7439
H 1.5852 2.7216 2.7100
H -3.9630 -2.3973 -1.4212
H -2.6683 1.3745 -1.8109
H -2.3568 -3.8703 6.4909
H -3.5435 -4.8920 1.8842
H 2.7274 2.6086 -4.6653
H 3.6057 -1.4055 -2.5777
H 2.5447 -3.2738 -5.6592
H -1.3820 0.3227 1.4151
H -4.0845 -5.1942 0.2383
H 0.6834 -0.3609 6.2873
H -1.5527 -4.4428 -1.8279
H 0.3109 1.9665 -5.7435
H 4.5147 -1.0172 -6.4023
H -1.8088 3.5348 -5.0273
H 2.5742 3.4358 -1.7288
H 4.7700 1.4178 -4.0969
H -0.2689 -4.4175 -0.6429
H 2.1901 0.6661 6.3453
H 1.4899 3.9988 -3.0025
H -5.6441 -2.2236 3.9825
H -0.6102 -2.9457 -1.5226
H 0.0436 1.3955 -1.5587
H -5.6705 2.0253 6.8285
H -5.7740 1.0599 8.3377
```

As for the orbital gap (alpha / beta): 6.7 / 5.4 eV. The value obtained for the HOMO energy (alpha / beta) is -9.6 / -9.6 eV. For the electronic energy, the calculation gives -4702.6603 Eh. As for the total charge: +1. The spin multiplicity is 6. The value obtained for the LUMO energy (alpha / beta) is -2.90 / -4.23 eV. The value obtained for the molar mass is 794.3 g mol⁻¹.

Record 2
The following is a DFT calculation (the ωB97M-V functional and the def2-TZVPD basis) of a 11-piece molecular cluster, C34H65F8NO12S overall.

Geometry as XYZ:
```
121
Properties=species:S:1:pos:R:3
S 4.0118 -4.7488 -0.6353
F -2.8643 2.3729 3.1415
F -4.8044 1.0838 1.8054
F -2.0325 1.7289 1.1312
F -1.3639 0.6698 3.1302
F -3.1010 -5.2929 -3.1964
F -0.8404 -5.4517 -3.0155
F -2.2513 -6.9920 -1.9020
F -4.1312 -0.1308 3.6329
O 1.9801 -6.0506 2.8935
O 0.2629 4.4070 1.0101
O -6.3936 4.7614 -1.5647
O -6.1715 4.0023 1.5628
O -2.2889 2.0657 5.9815
O -5.1629 3.3727 -5.1921
O -2.3419 -1.7934 5.3768
O 3.6870 0.5924 -5.5463
O 6.3562 2.9576 -3.3419
O 4.8415 0.4702 0.6753
O -3.0697 6.1799 -7.7738
O 1.0459 -6.1475 -0.8735
N 3.7775 -2.2304 1.2499
C -2.7006 3.3268 6.4863
C -3.7253 0.2534 2.3036
C 6.1125 -1.3685 -2.6413
C -3.0198 -2.1691 6.5662
C 9.5747 -0.7298 2.3503
C 4.7624 -3.0941 -1.0757
C -1.4788 -2.4494 2.1445
C 1.0472 -4.9852 -0.0620
C -0.2190 -4.3721 0.6255
C 0.8266 3.9912 -0.2240
C -2.0873 -1.4810 0.9799
C 5.0782 -0.5500 -0.3207
C 5.5423 -2.8126 -2.3775
C 6.0963 1.0377 1.1542
C 2.2942 0.8393 -5.6721
C -2.4466 1.2108 2.3971
C -7.4700 3.8008 2.1023
C 8.4141 0.4107 2.3886
C -6.4402 2.9839 -5.6745
C -3.5916 -0.9706 1.2735
C -7.6707 4.3741 -2.0444
C 5.6659 2.9547 -4.5851
C 4.5086 -1.9683 -0.0019
C -3.9734 5.3389 -7.0689
C -1.5994 -5.1671 0.3558
C 7.2562 -0.0798 1.3833
C -2.0495 -5.6409 -2.2681
C -0.1277 -3.0682 1.4940
C 2.3988 -4.2154 0.1444
C 1.2339 -2.3116 1.7248
C 2.4980 -2.9224 1.0320
C 5.8709 -0.2223 -1.6279
C 1.3126 -6.4325 4.0855
C -2.1807 -4.6237 -1.0437
H -2.6463 -3.1401 6.8926
H -7.8640 2.8384 1.7656
H -3.0398 7.0229 -7.3047
H -8.4145 5.1220 -1.7571
H -6.4556 4.8162 -0.5994
H -4.9659 5.7972 -7.0537
H -0.4917 3.8286 1.1875
H -4.0287 4.3757 -7.5763
H 6.3763 3.1143 -5.4006
H -1.3458 -0.6611 0.6990
H 0.0819 4.0874 -1.0184
H -2.6981 1.9592 5.1131
H -7.4232 3.8226 3.1939
H -5.6135 3.2817 1.8870
H -3.7896 3.3499 6.5787
H 6.4587 1.8189 0.3856
H -2.2228 -3.2663 2.4571
H 1.5042 -5.6941 4.8684
H 1.7764 0.4975 -4.7723
H 1.6308 -5.1889 2.6253
H -7.9396 3.3995 -1.6277
H -7.6315 4.3037 -3.1320
H -2.2526 3.4754 7.4691
H 10.5350 -0.2599 1.9120
H -4.1519 -1.8642 1.7498
H 1.7165 -6.7874 -0.5490
H -4.0855 -0.7883 0.2581
H -8.1245 4.6003 1.7535
H 2.1363 1.9112 -5.7938
H 6.7088 -1.1173 -3.5784
H 5.7154 -3.6345 -3.1534
H -6.4001 2.9127 -6.7619
H 1.1579 2.9524 -0.1448
H 6.7778 3.8212 -3.2505
H -3.6164 5.1890 -6.0487
H 1.6826 4.6265 -0.4525
H -2.1603 -2.1696 0.0525
H 1.2376 -1.3738 2.3686
H -7.1842 3.7319 -5.3882
H 3.7988 -0.3612 -5.4400
H -6.7090 2.0097 -5.2579
H 4.9099 3.7444 -4.5876
H -2.3662 4.1205 5.8133
H 0.2377 -6.5074 3.8988
H -2.8316 -1.4284 7.3472
H -2.3823 -4.9369 1.1678
H 6.8282 -1.0849 1.7316
H 6.2397 0.8605 -1.7661
H 9.2704 -1.5882 1.6402
H 5.1783 1.9881 -4.7148
H -4.0932 -2.2413 6.3719
H 3.6613 -1.3806 1.8169
H -5.2265 3.4281 -4.2290
H 7.9223 0.4937 3.4295
H 1.6915 -7.4037 4.4056
H -1.1885 -1.8757 3.0861
H -1.4343 -6.3100 0.3762
H 9.8328 -1.1322 3.3921
H -1.5795 -3.6786 -1.3315
H 1.9043 0.3150 -6.5481
H -3.2751 -4.2818 -0.9518
H -2.6872 -0.9328 5.1073
H 5.8499 1.6030 2.1287
H 8.8753 1.4092 2.0427
H 7.7646 -0.2539 0.3632
```

As for the orbital gap: 7.9 eV. The value obtained for the HOMO energy is -7.8 eV. For the electronic energy, the calculation gives -3488.7143 Eh. As for the total charge: 0. As for the SMILES: CCCCOc1cccc2c1Nc1cc(CCCC(F)(F)C(F)(F)F)c(CCC(F)(F)F)c(O)c1S2.CO.CO.CO.CO.CO.CO.CO.CO.CO.CO. The spin multiplicity is 1. The value obtained for the LUMO energy is 0.10 eV. The value obtained for the molar mass is 863.9 g mol⁻¹.

> Among the records above, which one has the highest electronic energy?

C34H65F8NO12S